Entry 1:
Below is the ion C5H11O with charge -1, with properties calculated with wB97M-V/def2-TZVPD.

As for the SMILES: CCCCC[O-]. Its LUMO energy is 3.78 eV. The calculation puts the energy relative to the best compared isomer or geometry (same formula, charge and spin) at 13.01 kcal/mol. As for the charge: -1. The orbital gap comes out at 0.214 hartree. Its total energy is -272.3064 a.u. The maximum force is 0.055 hartree/bohr.

Geometry (Å):
1 C -2.43 0.83 0.66
2 C -1.59 -0.40 1.21
3 C -0.09 -0.15 0.98
4 C 0.39 -0.38 -0.46
5 C 1.82 0.16 -0.69
6 O 2.30 -0.18 -1.90
7 H -2.65 0.73 -0.40
8 H -1.92 1.74 0.96
9 H -3.43 0.69 1.10
10 H -1.89 -0.41 2.26
11 H -1.86 -1.32 0.69
12 H 0.23 0.80 1.43
13 H 0.42 -0.82 1.70
14 H 0.35 -1.38 -0.86
15 H -0.34 0.27 -0.96
16 H 2.47 -0.18 0.16
17 H 1.69 1.27 -0.46

---

Entry 2:
Below is a structure of composition C24H37N6O8S6Sr, with properties calculated with wB97M-V/def2-TZVPD.

Its LUMO energy is 1.84 eV. The calculation puts the energy relative to the best compared isomer or geometry (same formula, charge and spin) at 42.63 kcal/mol. As for the charge: -1. The orbital gap comes out at 0.245 hartree. Its total energy is -4287.1675 a.u. The maximum force is 0.070 hartree/bohr.

Geometry (Å):
1 Sr 0.45 0.51 0.80
2 C -0.54 1.07 4.08
3 O 0.25 0.46 3.07
4 C 1.06 -0.67 3.47
5 C 2.15 -1.02 2.42
6 O 1.67 -1.46 1.11
7 C 1.25 -2.82 0.96
8 C -0.20 -2.81 0.52
9 O -1.00 -2.29 1.58
10 C -1.85 -3.23 2.19
11 H 0.11 1.45 4.87
12 H -1.25 0.35 4.49
13 H -1.08 1.89 3.61
14 H 0.41 -1.53 3.66
15 H 1.60 -0.41 4.39
16 H 2.81 -1.78 2.85
17 H 2.73 -0.10 2.25
18 H 1.37 -3.34 1.91
19 H 1.88 -3.29 0.21
20 H -0.52 -3.82 0.23
21 H -0.37 -2.17 -0.34
22 H -2.51 -3.70 1.45
23 H -2.47 -2.69 2.91
24 H -1.29 -4.02 2.71
25 C -2.42 2.60 -1.88
26 C -1.57 3.80 -1.44
27 S -0.07 3.51 -0.45
28 C 1.25 3.84 -1.67
29 C 2.24 2.73 -2.06
30 S 1.75 1.00 -2.16
31 C 0.78 0.92 -3.67
32 C -0.56 1.65 -3.65
33 S -1.59 1.07 -2.28
34 H -3.04 2.92 -2.73
35 H -3.11 2.33 -1.08
36 H -2.20 4.44 -0.82
37 H -1.26 4.41 -2.29
38 H 1.85 4.63 -1.22
39 H 0.75 4.25 -2.55
40 H 3.03 2.71 -1.31
41 H 2.70 3.01 -3.01
42 H 0.61 -0.15 -3.79
43 H 1.39 1.27 -4.51
44 H -1.07 1.46 -4.60
45 H -0.41 2.72 -3.56
46 C 4.86 2.24 1.30
47 S 3.15 2.54 1.64
48 O 2.94 2.15 3.03
49 O 2.90 3.92 1.32
50 O 2.42 1.61 0.72
51 H 5.44 2.98 1.84
52 H 5.02 2.33 0.22
53 H 5.11 1.23 1.62
54 N -2.98 -0.99 -8.87
55 C -3.06 -1.37 -7.52
56 C -3.13 -2.71 -7.16
57 C -3.24 -3.08 -5.83
58 C -3.28 -2.11 -4.84
59 C -3.23 -0.77 -5.19
60 C -3.12 -0.40 -6.52
61 S -3.24 -2.56 -3.12
62 O -3.37 -4.01 -3.11
63 O -4.25 -1.77 -2.47
64 N -1.83 -2.07 -2.62
65 C -0.72 -2.79 -2.84
66 S -0.64 -4.49 -3.32
67 C 1.08 -4.42 -3.23
68 C 1.47 -3.18 -2.86
69 N 0.48 -2.26 -2.65
70 H -2.58 -1.70 -9.47
71 H -2.55 -0.09 -9.02
72 H -3.10 -3.48 -7.93
73 H -3.27 -4.12 -5.54
74 H -3.26 -0.02 -4.41
75 H -3.08 0.65 -6.79
76 H 1.70 -5.27 -3.46
77 H 2.50 -2.87 -2.74
78 N -5.80 2.77 0.37
79 C -5.12 1.90 0.71
80 N -4.39 0.88 1.16
81 C -3.12 0.89 0.99
82 N -1.95 0.85 0.90

---

Entry 3:
Below is a structure of composition C43H56F6NO7P2RbSb, with properties calculated with wB97M-V/def2-TZVPD.

Its LUMO energy (spin up / spin down) is 3.72 / 3.71 eV. As for the multiplicity: 2. The calculation puts the energy relative to the best compared isomer or geometry (same formula, charge and spin) at 7.32 kcal/mol. As for the charge: -2. The orbital gap (spin up / spin down) comes out at 0.210 / 0.255 hartree. Its total energy is -3800.1592 a.u. The maximum force is 0.019 hartree/bohr.

Geometry (Å):
1 Rb 1.17 1.11 -0.35
2 O 1.87 3.71 -1.44
3 C 2.45 4.78 -0.72
4 C 1.89 4.88 0.70
5 N 1.99 3.65 1.45
6 C 3.36 3.25 1.74
7 C 4.19 2.63 0.59
8 O 5.42 2.82 0.63
9 O 3.56 1.93 -0.26
10 C 1.21 3.69 2.67
11 C 0.71 2.31 3.16
12 O 0.62 2.13 4.38
13 O 0.35 1.53 2.24
14 H 2.42 2.93 -1.17
15 H 2.21 5.70 -1.25
16 H 3.54 4.68 -0.70
17 H 0.83 5.14 0.62
18 H 2.40 5.73 1.21
19 H 3.31 2.47 2.51
20 H 3.96 4.08 2.15
21 H 0.30 4.27 2.48
22 H 1.74 4.19 3.50
23 O 3.53 -0.20 1.99
24 C 4.15 -1.00 1.44
25 C 4.83 -2.05 0.90
26 C 5.91 -2.62 1.65
27 C 6.64 -3.64 1.11
28 C 6.35 -4.15 -0.16
29 C 5.29 -3.60 -0.89
30 C 4.51 -2.57 -0.41
31 P 3.14 -1.76 -1.29
32 C 1.71 -2.83 -0.88
33 C 1.73 -3.78 0.14
34 C 0.58 -4.47 0.50
35 C -0.61 -4.23 -0.17
36 C -0.64 -3.28 -1.19
37 C 0.50 -2.57 -1.53
38 C 3.47 -2.21 -3.03
39 C 3.07 -3.39 -3.64
40 C 3.39 -3.64 -4.97
41 C 4.11 -2.70 -5.70
42 C 4.51 -1.52 -5.10
43 C 4.18 -1.27 -3.78
44 H 6.15 -2.22 2.63
45 H 7.46 -4.06 1.68
46 H 6.94 -4.95 -0.59
47 H 5.06 -3.98 -1.88
48 H 2.66 -3.98 0.67
49 H 0.62 -5.20 1.30
50 H -1.51 -4.76 0.11
51 H -1.57 -3.06 -1.71
52 H 0.44 -1.81 -2.29
53 H 2.50 -4.12 -3.08
54 H 3.06 -4.56 -5.44
55 H 4.34 -2.89 -6.74
56 H 5.04 -0.77 -5.67
57 H 4.45 -0.32 -3.32
58 O -0.95 -0.19 0.18
59 P -2.16 0.37 0.88
60 C -3.63 -0.35 0.07
61 C -3.51 -0.17 -1.46
62 C -4.32 -1.20 -2.25
63 C -5.50 -1.72 -1.44
64 C -4.98 -2.50 -0.23
65 C -3.72 -1.85 0.39
66 C -2.31 2.19 0.85
67 C -3.70 2.70 1.28
68 C -4.51 3.22 0.09
69 C -3.81 4.42 -0.57
70 C -2.28 4.29 -0.51
71 C -1.85 2.83 -0.47
72 C -2.16 -0.04 2.66
73 C -3.52 -0.08 3.40
74 C -3.47 -1.09 4.55
75 C -2.16 -0.95 5.32
76 C -0.95 -1.31 4.43
77 C -1.30 -1.27 2.94
78 H -4.53 0.15 0.44
79 H -2.45 -0.23 -1.74
80 H -3.84 0.84 -1.74
81 H -3.68 -2.05 -2.53
82 H -4.65 -0.76 -3.20
83 H -6.16 -2.35 -2.04
84 H -6.10 -0.86 -1.11
85 H -4.73 -3.52 -0.55
86 H -5.76 -2.60 0.52
87 H -2.81 -2.33 0.01
88 H -3.72 -2.02 1.47
89 H -1.57 2.47 1.60
90 H -3.57 3.52 2.00
91 H -4.27 1.94 1.81
92 H -5.52 3.49 0.39
93 H -4.62 2.41 -0.64
94 H -4.12 5.34 -0.07
95 H -4.13 4.50 -1.61
96 H -1.90 4.79 0.39
97 H -1.81 4.79 -1.36
98 H -0.76 2.77 -0.56
99 H -2.24 2.31 -1.34
100 H -1.57 0.79 3.06
101 H -4.36 -0.31 2.74
102 H -3.72 0.91 3.82
103 H -3.56 -2.11 4.16
104 H -4.33 -0.94 5.21
105 H -2.18 -1.57 6.22
106 H -2.07 0.08 5.66
107 H -0.56 -2.30 4.69
108 H -0.15 -0.58 4.60
109 H -1.81 -2.19 2.62
110 H -0.39 -1.20 2.35
111 F 1.45 0.44 -2.78
112 Sb 0.43 0.89 -4.33
113 F -0.79 1.78 -3.19
114 F 1.40 2.47 -4.57
115 F -0.64 1.28 -5.84
116 F 1.66 -0.06 -5.40
117 F -0.55 -0.73 -4.05

---

Entry 4:
Below is a cluster of 2 separate species, C17H22N3 in total, with properties calculated with wB97M-V/def2-TZVPD.

Its LUMO energy is -5.22 eV. The calculation puts the energy relative to the best compared isomer or geometry (same formula, charge and spin) at 31.39 kcal/mol. As for the charge: +1. The orbital gap comes out at 0.205 hartree. Its total energy is -824.9962 a.u. The maximum force is 0.028 hartree/bohr.

Geometry (Å):
1 C -1.70 -1.83 1.98
2 C -3.15 -1.32 2.29
3 C -2.98 0.17 2.37
4 C -1.65 0.53 2.18
5 C -0.85 -0.60 1.90
6 C 0.58 -0.66 1.99
7 C 1.35 0.53 2.00
8 C 2.73 0.48 2.16
9 C 3.39 -0.75 2.31
10 C 2.64 -1.93 2.34
11 C 1.26 -1.90 2.19
12 H -1.34 -2.44 2.82
13 H -1.67 -2.46 1.07
14 H -3.83 -1.61 1.49
15 H -3.53 -1.75 3.23
16 H -3.79 0.84 2.62
17 H -1.27 1.55 2.26
18 H 0.84 1.49 1.93
19 H 3.30 1.40 2.16
20 H 4.48 -0.79 2.40
21 H 3.14 -2.89 2.47
22 H 0.68 -2.81 2.31
23 C -1.49 2.32 -2.51
24 C -1.18 2.16 -1.03
25 N -0.58 0.89 -0.64
26 C 0.16 0.36 -1.56
27 N 0.33 0.80 -2.85
28 C -0.29 1.99 -3.37
29 C 1.24 -0.04 -3.60
30 C 1.53 -1.20 -2.64
31 N 0.89 -0.80 -1.43
32 H -2.31 1.65 -2.77
33 H -1.82 3.35 -2.70
34 H -0.48 2.97 -0.73
35 H -2.08 2.27 -0.41
36 H -0.58 1.82 -4.42
37 H 0.42 2.83 -3.36
38 H 0.78 -0.36 -4.55
39 H 2.17 0.50 -3.83
40 H 1.09 -2.13 -3.02
41 H 2.61 -1.34 -2.49
42 H 0.97 -1.27 -0.53

---

Entry 5:
Below is a structure of composition C22H31AgGeN7O2, with properties calculated with wB97M-V/def2-TZVPD.

Its LUMO energy is -2.73 eV. The calculation puts the energy relative to the best compared isomer or geometry (same formula, charge and spin) at 1.51 kcal/mol. As for the charge: +1. The orbital gap comes out at 0.292 hartree. Its total energy is -3614.3871 a.u. The maximum force is 0.048 hartree/bohr.

Geometry (Å):
1 Ag -1.22 -15.26 11.43
2 O -4.20 -18.25 10.30
3 C -3.47 -17.30 10.50
4 N -2.31 -17.23 11.17
5 C -1.83 -18.32 11.88
6 O -2.33 -19.41 12.04
7 C -0.46 -18.09 12.52
8 C 0.13 -19.19 13.14
9 C 1.33 -19.06 13.81
10 C 1.95 -17.81 13.81
11 C 1.32 -16.80 13.13
12 N 0.15 -16.90 12.51
13 C -3.99 -15.95 10.01
14 C -5.15 -15.96 9.23
15 C -5.76 -14.77 8.89
16 C -5.26 -13.59 9.47
17 C -4.09 -13.69 10.19
18 N -3.43 -14.82 10.40
19 H -0.38 -20.17 13.09
20 H 1.79 -19.90 14.37
21 H 2.90 -17.67 14.30
22 H 1.78 -15.83 13.09
23 H -5.46 -16.93 8.89
24 H -6.66 -14.71 8.26
25 H -5.80 -12.66 9.34
26 H -3.66 -12.83 10.65
27 C 5.25 -12.99 14.09
28 C 4.00 -13.40 13.32
29 C 4.08 -12.97 11.87
30 C 2.76 -13.31 11.17
31 Ge 1.27 -12.72 12.32
32 C 1.24 -10.77 12.57
33 C 1.64 -9.90 11.38
34 C 1.10 -8.47 11.49
35 C 1.34 -7.64 10.25
36 H 5.15 -13.28 15.14
37 H 5.44 -11.91 14.07
38 H 6.11 -13.47 13.68
39 H 3.16 -12.90 13.77
40 H 3.85 -14.48 13.33
41 H 4.91 -13.47 11.37
42 H 4.27 -11.88 11.83
43 H 2.70 -14.37 10.91
44 H 2.60 -12.71 10.29
45 H 0.69 -13.57 13.44
46 H 1.97 -10.58 13.38
47 H 0.25 -10.57 12.98
48 H 1.28 -10.34 10.44
49 H 2.76 -9.89 11.28
50 H 1.55 -7.98 12.38
51 H 0.02 -8.64 11.65
52 H 2.43 -7.49 10.04
53 H 0.88 -6.64 10.36
54 H 0.89 -8.11 9.40
55 N -2.04 -13.07 7.92
56 C -1.97 -11.80 8.28
57 N -2.33 -10.82 7.47
58 N -1.51 -11.42 9.49
59 C -0.89 -12.24 10.26
60 N -0.24 -12.84 11.00
61 H -2.41 -13.30 7.01
62 H -2.18 -13.76 8.64
63 H -2.73 -10.94 6.54
64 H -2.15 -9.89 7.77

---

Entry 6:
Below is the ion C2H4NO with charge +1, with properties calculated with wB97M-V/def2-TZVPD.

As for the SMILES: C=[N+]1CO1. Its LUMO energy is -5.35 eV. The calculation puts the energy relative to the best compared isomer or geometry (same formula, charge and spin) at 70.35 kcal/mol. As for the charge: +1. The orbital gap comes out at 0.435 hartree. Its total energy is -208.1585 a.u. The maximum force is 0.086 hartree/bohr.

Geometry (Å):
1 C -1.29 0.53 0.01
2 N -0.03 0.26 0.00
3 C 1.46 -0.21 -0.02
4 O 1.00 1.11 0.02
5 H -1.95 -0.33 -0.02
6 H -1.42 1.54 -0.13
7 H 1.86 -0.64 -1.06
8 H 1.72 -0.50 0.99

---

Entry 7:
Below is the molecule C3H3NO3, with properties calculated with wB97M-V/def2-TZVPD.

As for the SMILES: CC#CO[N+](=O)[O-]. Its LUMO energy is 0.21 eV. The calculation puts the energy relative to the best compared isomer or geometry (same formula, charge and spin) at 160.65 kcal/mol. The orbital gap comes out at 0.366 hartree. Its total energy is -396.3684 a.u. The maximum force is 0.026 hartree/bohr.

Geometry (Å):
1 C -0.14 0.06 0.00
2 C 1.28 0.35 0.00
3 C 2.44 0.67 0.00
4 O 3.71 0.95 0.00
5 N 4.62 -0.19 0.00
6 O 5.75 0.15 0.00
7 O 4.11 -1.25 0.00
8 H -0.64 0.63 -0.77
9 H -0.28 -1.00 -0.20
10 H -0.57 0.30 0.97

---

Entry 8:
Below is the molecule C4H10N2OS, with properties calculated with wB97M-V/def2-TZVPD.

As for the SMILES: CNC(=O)[C@@H](N)CS. Its LUMO energy is 0.62 eV. The calculation puts the energy relative to the best compared isomer or geometry (same formula, charge and spin) at 29.11 kcal/mol. The orbital gap comes out at 0.360 hartree. Its total energy is -741.3316 a.u. The maximum force is 0.073 hartree/bohr.

Geometry (Å):
1 C 0.26 -2.22 -0.48
2 N 1.14 -1.06 -0.66
3 C 1.06 0.18 -0.16
4 O 1.92 1.00 -0.49
5 C -0.16 0.64 0.70
6 N 0.31 1.35 1.90
7 C -1.05 1.49 -0.13
8 S -2.57 0.69 -0.78
9 H 0.70 -3.01 0.19
10 H 0.22 -2.71 -1.45
11 H -0.76 -1.89 -0.32
12 H 1.90 -1.18 -1.34
13 H -0.54 -0.34 1.05
14 H 1.08 0.89 2.36
15 H 0.59 2.29 1.49
16 H -1.50 2.34 0.44
17 H -0.40 1.99 -0.87
18 H -2.19 -0.45 -1.44

---

Look up the energy relative to the best compared isomer or geometry (same formula, charge and spin) of the fourth one. 31.39 kcal/mol

---

Among the records above, which one has the highest maximum force? C2H4NO

---

The highest energy relative to the best compared isomer or geometry (same formula, charge and spin) belongs to which entry? C3H3NO3

---

Look up the energy relative to the best compared isomer or geometry (same formula, charge and spin) of the seventh one. 160.65 kcal/mol